[1]
# C10H16

2 unconnected molecules or ions with the total composition C10H16 at a distorted geometry (ωB97M-V/def2-TZVPD, the OMol25 dataset).

Last columns: bonded neighbours and bond lengths (Å).
Geometry (Å):
1 C 0.61 1.53 -1.42  H5 1.085, C6 1.410, C18 1.398
2 C 2.04 0.44 0.17  C18 1.391, C19 1.373, H20 1.097
3 H -0.34 -3.15 1.55  C9 1.098
4 C -1.83 1.28 -1.00  C6 1.480, H15 1.109, H16 1.087, H23 1.105
5 H 0.45 1.77 -2.46  C1 1.085
6 C -0.44 1.38 -0.49  C1 1.410, C4 1.480, C24 1.402
7 H -2.31 -1.40 1.98  C12 1.095
8 H 0.22 -1.60 1.66  C9 1.097
9 C -0.44 -2.19 1.02  H3 1.098, H8 1.097, C12 1.521, C17 1.539
10 H 2.74 1.18 -1.70  C18 1.079
11 H -0.07 -1.16 -0.83  C17 1.067
12 C -1.92 -1.83 1.05  H7 1.095, C9 1.521, H13 1.079, H22 1.085
13 H -2.07 -0.99 0.40  C12 1.079
14 H 1.41 0.35 2.21  C19 1.063
15 H -1.80 1.03 -2.08  C4 1.109
16 H -2.48 0.51 -0.61  C4 1.087
17 C 0.14 -2.11 -0.40  C9 1.539, H11 1.067, H21 1.094, H25 1.110
18 C 1.89 1.11 -1.04  C1 1.398, C2 1.391, H10 1.079
19 C 1.16 0.59 1.21  C2 1.373, H14 1.063, C24 1.430
20 H 3.00 -0.05 0.36  C2 1.097
21 H 1.22 -2.29 -0.48  C17 1.094
22 H -2.47 -2.65 0.60  C12 1.085
23 H -2.26 2.30 -1.02  C4 1.105
24 C -0.14 1.06 0.84  C6 1.402, C19 1.430, H26 1.087
25 H -0.33 -2.87 -1.04  C17 1.110
26 H -0.93 1.11 1.59  C24 1.087

Properties
SMILES: Cc1ccccc1.CCC
HOMO-LUMO gap: 9.899 eV
F_max: 2.99 eV Å⁻¹

---

[2]
# C10H16

2 unconnected molecules or ions with the total composition C10H16 at a distorted geometry (ωB97M-V/def2-TZVPD, the OMol25 dataset).

Last columns: bonded neighbours and bond lengths (Å).
Geometry (Å):
1 C -1.43 1.06 -1.04  C14 1.397, C15 1.507, C22 1.392
2 C 0.89 0.64 -1.53  H8 1.082, C16 1.386, C22 1.398
3 H 2.53 -1.01 0.55  C19 1.093
4 H 0.62 2.45 1.29  C18 1.076
5 H -1.86 2.08 0.74  C14 1.084
6 H 2.31 -3.06 1.65  C12 1.088
7 H -3.09 -0.06 -1.84  C15 1.100
8 H 1.60 0.09 -2.13  C2 1.082
9 H -0.71 -0.30 -2.59  C22 1.081
10 H -3.51 0.67 -0.42  C15 1.088
11 H 1.95 -1.89 2.85  C12 1.092
12 C 1.59 -2.30 1.91  H6 1.088, H11 1.092, C19 1.533, C21 1.524
13 H -0.46 -2.30 2.71  C21 1.085
14 C -1.04 1.73 0.12  C1 1.397, H5 1.084, C18 1.388
15 C -2.91 0.89 -1.30  C1 1.507, H7 1.100, H10 1.088, H17 1.083
16 C 1.22 1.60 -0.59  C2 1.386, C18 1.386, H25 1.083
17 H -3.14 1.67 -2.01  C15 1.083
18 C 0.30 1.97 0.38  H4 1.076, C14 1.388, C16 1.386
19 C 1.50 -1.31 0.73  H3 1.093, C12 1.533, H20 1.090, H26 1.065
20 H 1.09 -1.88 -0.10  C19 1.090
21 C 0.23 -2.95 2.19  C12 1.524, H13 1.085, H23 1.094, H24 1.091
22 C -0.46 0.39 -1.79  C1 1.392, C2 1.398, H9 1.081
23 H -0.28 -3.22 1.27  C21 1.094
24 H 0.25 -3.96 2.60  C21 1.091
25 H 2.24 1.92 -0.47  C16 1.083
26 H 0.91 -0.44 0.85  C19 1.065

Properties
SMILES: Cc1ccccc1.CCC
HOMO-LUMO gap: 9.888 eV
F_max: 1.99 eV Å⁻¹

---

[3]
# C10H16

2 unconnected molecules or ions with the total composition C10H16 (ωB97M-V/def2-TZVPD, the OMol25 dataset).

Last columns: bonded neighbours and bond lengths (Å).
Geometry (Å):
1 H 2.47 0.57 -0.35  C9 1.088
2 H 1.13 -0.99 3.41  C11 1.080
3 H -2.61 0.26 0.44  C24 1.084
4 H 0.46 2.27 -1.78  C10 1.093
5 H 0.55 -2.36 1.54  C13 1.088
6 H -1.14 -1.23 -1.26  C16 1.088
7 H 0.46 0.85 -3.58  C25 1.085
8 H 2.85 0.76 -2.09  C9 1.086
9 C 2.28 1.16 -1.25  H1 1.088, H8 1.086, C10 1.546, H12 1.096
10 C 0.76 1.25 -1.54  H4 1.093, C9 1.546, H15 1.085, C25 1.526
11 C 0.37 -0.61 2.74  H2 1.080, C13 1.394, C21 1.382
12 H 2.72 2.13 -1.02  C9 1.096
13 C 0.00 -1.44 1.69  H5 1.088, C11 1.394, C26 1.384
14 C -1.43 0.86 2.14  H20 1.086, C21 1.390, C24 1.381
15 H 0.34 1.02 -0.56  C10 1.085
16 C -1.36 -1.89 -0.43  H6 1.088, H17 1.086, H23 1.085, C26 1.502
17 H -0.68 -2.72 -0.58  C16 1.086
18 H -0.78 0.18 -2.66  C25 1.093
19 H -0.02 1.25 3.71  C21 1.082
20 H -1.93 1.81 2.30  C14 1.086
21 C -0.31 0.58 2.91  C11 1.382, C14 1.390, H19 1.082
22 H 0.78 -0.66 -2.57  C25 1.089
23 H -2.38 -2.26 -0.48  C16 1.085
24 C -1.80 0.02 1.11  H3 1.084, C14 1.381, C26 1.400
25 C 0.30 0.31 -2.65  H7 1.085, C10 1.526, H18 1.093, H22 1.089
26 C -1.03 -1.11 0.82  C13 1.384, C16 1.502, C24 1.400

Properties
SMILES: Cc1ccccc1.CCC
HOMO-LUMO gap: 10.075 eV
F_max: 0.98 eV Å⁻¹

---

[4]
# C10H16

2 unconnected molecules or ions with the total composition C10H16 at a distorted geometry (ωB97M-V/def2-TZVPD, the OMol25 dataset).

Last columns: bonded neighbours and bond lengths (Å).
Geometry (Å):
1 C -2.40 -0.40 0.43  H4 1.053, C16 1.586, H17 1.088, H26 1.040
2 H 2.91 2.56 2.51  C23 1.109
3 C -2.53 -2.08 -1.57  H8 1.184, C16 1.510, H19 1.141, H25 1.107
4 H -2.78 0.30 -0.27  C1 1.053
5 H 1.89 -1.63 1.39  C6 1.069
6 C 2.09 -0.59 1.24  H5 1.069, C13 1.419, C18 1.352
7 C 1.69 1.25 -0.24  C10 1.393, C13 1.384, C14 1.544
8 H -3.11 -3.06 -1.89  C3 1.184
9 H -2.06 -2.55 0.44  C16 1.064
10 C 2.12 2.23 0.65  C7 1.393, H11 1.119, C23 1.360
11 H 2.12 3.33 0.45  C10 1.119
12 H 0.19 1.20 -1.75  C14 1.080
13 C 1.60 -0.10 0.00  C6 1.419, C7 1.384, H22 1.139
14 C 1.12 1.74 -1.59  C7 1.544, H12 1.080, H20 1.026, H24 1.132
15 H -3.64 -2.20 0.16  C16 1.043
16 C -2.68 -1.87 -0.08  C1 1.586, C3 1.510, H9 1.064, H15 1.043
17 H -2.89 -0.07 1.34  C1 1.088
18 C 2.60 0.33 2.10  C6 1.352, H21 1.133, C23 1.442
19 H -1.47 -2.28 -1.96  C3 1.141
20 H 1.85 1.49 -2.26  C14 1.026
21 H 3.07 0.18 3.12  C18 1.133
22 H 0.92 -0.67 -0.72  C13 1.139
23 C 2.57 1.75 1.84  H2 1.109, C10 1.360, C18 1.442
24 H 1.13 2.87 -1.57  C14 1.132
25 H -2.92 -1.28 -2.23  C3 1.107
26 H -1.37 -0.46 0.46  C1 1.040

Properties
SMILES: Cc1ccccc1.CCC
HOMO-LUMO gap: 9.913 eV
F_max: 4.44 eV Å⁻¹

---

[5]
# C10H16

2 unconnected molecules or ions with the total composition C10H16 at a distorted geometry (ωB97M-V/def2-TZVPD, the OMol25 dataset).

Last columns: bonded neighbours and bond lengths (Å).
Geometry (Å):
1 H 0.46 -0.14 3.27  C18 1.128
2 C -2.46 -0.19 -0.15  C14 1.354, H22 1.075, C24 1.423
3 C 1.04 2.19 -1.47  C11 1.532, H13 1.200, H15 1.065, H17 1.006
4 C -2.04 -2.43 0.45  H5 1.021, C12 1.370, C14 1.395
5 H -2.26 -3.42 0.33  C4 1.021
6 H 1.77 2.84 -3.45  C11 1.101
7 C 1.07 -0.35 1.15  C18 1.545, H21 1.017, C23 1.496, H26 1.143
8 H 2.21 -0.47 3.13  C18 1.067
9 H -0.85 1.19 -0.09  C24 1.017
10 H 0.94 -1.61 2.79  C18 1.045
11 C 1.77 1.96 -2.79  C3 1.532, H6 1.101, H16 1.062, H20 1.085
12 C -0.82 -2.02 0.94  C4 1.370, H19 1.120, C23 1.419
13 H 0.18 1.37 -1.26  C3 1.200
14 C -2.90 -1.47 -0.07  C2 1.354, C4 1.395, H25 1.072
15 H 0.64 3.17 -1.62  C3 1.065
16 H 2.77 1.61 -2.87  C11 1.062
17 H 1.58 2.08 -0.63  C3 1.006
18 C 1.27 -0.63 2.66  H1 1.128, C7 1.545, H8 1.067, H10 1.045
19 H -0.29 -2.83 1.50  C12 1.120
20 H 1.24 1.18 -3.33  C11 1.085
21 H 1.19 0.63 0.92  C7 1.017
22 H -3.04 0.59 -0.59  C2 1.075
23 C -0.31 -0.72 0.71  C7 1.496, C12 1.419, C24 1.390
24 C -1.12 0.23 0.10  C2 1.423, H9 1.017, C23 1.390
25 H -3.91 -1.81 -0.22  C14 1.072
26 H 1.86 -0.97 0.60  C7 1.143

Properties
SMILES: CCc1ccccc1.CC
HOMO-LUMO gap: 10.091 eV
F_max: 5.34 eV Å⁻¹

---

[6]
# C10H16

2 unconnected molecules or ions with the total composition C10H16 at a distorted geometry (ωB97M-V/def2-TZVPD, the OMol25 dataset).

Last columns: bonded neighbours and bond lengths (Å).
Geometry (Å):
1 C -1.80 -0.72 -2.10  C2 1.572, H12 1.088, H15 1.088, H16 1.090
2 C -0.65 -0.06 -2.94  C1 1.572, H4 1.088, C5 1.522, H26 1.085
3 C 0.62 -0.52 1.73  C13 1.396, C19 1.507, C25 1.390
4 H -1.10 0.92 -3.12  C2 1.088
5 C 0.65 0.06 -2.14  C2 1.522, H9 1.086, H17 1.099, H24 1.093
6 H -1.97 1.51 0.87  C11 1.082
7 C 0.03 2.20 1.36  C11 1.394, H20 1.082, C22 1.389
8 H 1.81 -2.06 2.56  C19 1.088
9 H 0.93 1.09 -1.93  C5 1.086
10 H 2.49 0.18 2.56  C13 1.082
11 C -0.95 1.25 1.13  H6 1.082, C7 1.394, C25 1.387
12 H -2.59 -0.96 -2.81  C1 1.088
13 C 1.55 0.45 2.11  C3 1.396, H10 1.082, C22 1.385
14 H 0.05 -2.45 2.58  C19 1.086
15 H -1.50 -1.57 -1.49  C1 1.088
16 H -2.18 0.06 -1.44  C1 1.090
17 H 1.54 -0.37 -2.62  C5 1.099
18 H 1.04 -2.50 1.10  C19 1.093
19 C 0.86 -1.97 2.04  C3 1.507, H8 1.088, H14 1.086, H18 1.093
20 H -0.07 3.19 0.93  C7 1.082
21 H 1.88 2.58 2.29  C22 1.085
22 C 1.20 1.79 1.99  C7 1.389, C13 1.385, H21 1.085
23 H -1.39 -0.84 1.11  C25 1.083
24 H 0.67 -0.54 -1.23  C5 1.093
25 C -0.63 -0.09 1.30  C3 1.390, C11 1.387, H23 1.083
26 H -0.50 -0.64 -3.84  C2 1.085

Properties
SMILES: Cc1ccccc1.CCC
HOMO-LUMO gap: 9.890 eV
F_max: 1.85 eV Å⁻¹

---

[7]
# C10H16

2 unconnected molecules or ions with the total composition C10H16 at a distorted geometry (ωB97M-V/def2-TZVPD, the OMol25 dataset).

Last columns: bonded neighbours and bond lengths (Å).
Geometry (Å):
1 H 0.26 -4.03 -1.68  C9 1.092
2 C -1.75 -0.45 -0.46  C5 1.357, H6 1.070, C26 1.407
3 H 0.15 1.51 2.24  C8 1.104
4 H 2.12 3.76 -0.26  C18 1.088
5 C -0.63 0.23 -0.84  C2 1.357, H13 1.103, C24 1.415
6 H -2.32 -0.97 -1.20  C2 1.070
7 H 1.56 3.25 1.32  C18 1.093
8 C -0.31 0.96 1.40  H3 1.104, C22 1.427, C24 1.362
9 C 0.88 -3.13 -1.76  H1 1.092, H15 1.079, H23 1.103, C25 1.537
10 H -1.47 0.00 2.90  C22 1.072
11 H 0.97 -2.59 0.34  C25 1.078
12 H 2.01 1.41 -0.23  C16 1.099
13 H -0.28 0.07 -1.87  C5 1.103
14 H -3.04 -1.07 1.14  C26 1.091
15 H 1.48 -2.99 -2.65  C9 1.079
16 C 1.11 2.00 -0.41  H12 1.099, C18 1.551, H21 1.085, C24 1.510
17 H 2.42 -2.22 -0.54  C25 1.110
18 C 1.25 3.38 0.28  H4 1.088, H7 1.093, C16 1.551, H19 1.088
19 H 0.35 4.00 0.20  C18 1.088
20 H 2.19 -3.91 -0.29  C25 1.090
21 H 1.14 2.17 -1.48  C16 1.085
22 C -1.39 0.14 1.84  C8 1.427, H10 1.072, C26 1.377
23 H 0.19 -2.28 -1.89  C9 1.103
24 C 0.05 1.04 0.09  C5 1.415, C8 1.362, C16 1.510
25 C 1.62 -2.99 -0.42  C9 1.537, H11 1.078, H17 1.110, H20 1.090
26 C -2.12 -0.54 0.90  C2 1.407, H14 1.091, C22 1.377

Properties
SMILES: CCc1ccccc1.CC
HOMO-LUMO gap: 9.958 eV
F_max: 2.58 eV Å⁻¹

---

[8]
# C10H16

2 unconnected molecules or ions with the total composition C10H16 at a distorted geometry (ωB97M-V/def2-TZVPD, the OMol25 dataset).

Last columns: bonded neighbours and bond lengths (Å).
Geometry (Å):
1 H -0.07 0.67 1.35  C15 1.086
2 C 1.38 -0.91 1.54  H7 1.104, C15 1.538, H16 1.089, H18 1.084
3 C -1.03 0.49 -1.57  C17 1.379, C20 1.521, C22 1.385
4 C -1.73 -1.44 -0.30  C8 1.374, H9 1.085, C17 1.412
5 C 1.57 1.30 2.62  H11 1.104, H14 1.090, C15 1.538, H26 1.085
6 H -2.76 0.43 -0.28  C17 1.080
7 H 2.46 -0.98 1.79  C2 1.104
8 C -0.63 -2.14 -0.73  C4 1.374, C12 1.403, H25 1.083
9 H -2.43 -2.01 0.31  C4 1.085
10 H -2.44 2.10 -2.15  C20 1.087
11 H 1.01 1.01 3.52  C5 1.104
12 C 0.11 -1.60 -1.79  C8 1.403, H19 1.081, C22 1.376
13 H 0.42 0.07 -3.09  C22 1.085
14 H 1.52 2.39 2.57  C5 1.090
15 C 1.01 0.57 1.39  H1 1.086, C2 1.538, C5 1.538, H24 1.092
16 H 0.89 -1.46 2.33  C2 1.089
17 C -1.88 -0.08 -0.65  C3 1.379, C4 1.412, H6 1.080
18 H 1.29 -1.46 0.61  C2 1.084
19 H 0.93 -2.15 -2.24  C12 1.081
20 C -1.38 1.91 -1.99  C3 1.521, H10 1.087, H21 1.098, H23 1.081
21 H -0.96 2.17 -2.97  C20 1.098
22 C -0.05 -0.29 -2.18  C3 1.385, C12 1.376, H13 1.085
23 H -1.05 2.54 -1.18  C20 1.081
24 H 1.55 0.92 0.50  C15 1.092
25 H -0.32 -3.09 -0.32  C8 1.083
26 H 2.59 1.06 2.90  C5 1.085

Properties
SMILES: Cc1ccccc1.CCC
HOMO-LUMO gap: 9.992 eV
F_max: 2.10 eV Å⁻¹

---

Please write out number 8 again, unchanged.
# C10H16

2 unconnected molecules or ions with the total composition C10H16 at a distorted geometry (ωB97M-V/def2-TZVPD, the OMol25 dataset).

Last columns: bonded neighbours and bond lengths (Å).
Geometry (Å):
1 H -0.07 0.67 1.35  C15 1.086
2 C 1.38 -0.91 1.54  H7 1.104, C15 1.538, H16 1.089, H18 1.084
3 C -1.03 0.49 -1.57  C17 1.379, C20 1.521, C22 1.385
4 C -1.73 -1.44 -0.30  C8 1.374, H9 1.085, C17 1.412
5 C 1.57 1.30 2.62  H11 1.104, H14 1.090, C15 1.538, H26 1.085
6 H -2.76 0.43 -0.28  C17 1.080
7 H 2.46 -0.98 1.79  C2 1.104
8 C -0.63 -2.14 -0.73  C4 1.374, C12 1.403, H25 1.083
9 H -2.43 -2.01 0.31  C4 1.085
10 H -2.44 2.10 -2.15  C20 1.087
11 H 1.01 1.01 3.52  C5 1.104
12 C 0.11 -1.60 -1.79  C8 1.403, H19 1.081, C22 1.376
13 H 0.42 0.07 -3.09  C22 1.085
14 H 1.52 2.39 2.57  C5 1.090
15 C 1.01 0.57 1.39  H1 1.086, C2 1.538, C5 1.538, H24 1.092
16 H 0.89 -1.46 2.33  C2 1.089
17 C -1.88 -0.08 -0.65  C3 1.379, C4 1.412, H6 1.080
18 H 1.29 -1.46 0.61  C2 1.084
19 H 0.93 -2.15 -2.24  C12 1.081
20 C -1.38 1.91 -1.99  C3 1.521, H10 1.087, H21 1.098, H23 1.081
21 H -0.96 2.17 -2.97  C20 1.098
22 C -0.05 -0.29 -2.18  C3 1.385, C12 1.376, H13 1.085
23 H -1.05 2.54 -1.18  C20 1.081
24 H 1.55 0.92 0.50  C15 1.092
25 H -0.32 -3.09 -0.32  C8 1.083
26 H 2.59 1.06 2.90  C5 1.085

Properties
SMILES: Cc1ccccc1.CCC
HOMO-LUMO gap: 9.992 eV
F_max: 2.10 eV Å⁻¹

---

Which of these has the highest HOMO-LUMO gap?
number 5

---

Copy entry 8 word for word.
# C10H16

2 unconnected molecules or ions with the total composition C10H16 at a distorted geometry (ωB97M-V/def2-TZVPD, the OMol25 dataset).

Last columns: bonded neighbours and bond lengths (Å).
Geometry (Å):
1 H -0.07 0.67 1.35  C15 1.086
2 C 1.38 -0.91 1.54  H7 1.104, C15 1.538, H16 1.089, H18 1.084
3 C -1.03 0.49 -1.57  C17 1.379, C20 1.521, C22 1.385
4 C -1.73 -1.44 -0.30  C8 1.374, H9 1.085, C17 1.412
5 C 1.57 1.30 2.62  H11 1.104, H14 1.090, C15 1.538, H26 1.085
6 H -2.76 0.43 -0.28  C17 1.080
7 H 2.46 -0.98 1.79  C2 1.104
8 C -0.63 -2.14 -0.73  C4 1.374, C12 1.403, H25 1.083
9 H -2.43 -2.01 0.31  C4 1.085
10 H -2.44 2.10 -2.15  C20 1.087
11 H 1.01 1.01 3.52  C5 1.104
12 C 0.11 -1.60 -1.79  C8 1.403, H19 1.081, C22 1.376
13 H 0.42 0.07 -3.09  C22 1.085
14 H 1.52 2.39 2.57  C5 1.090
15 C 1.01 0.57 1.39  H1 1.086, C2 1.538, C5 1.538, H24 1.092
16 H 0.89 -1.46 2.33  C2 1.089
17 C -1.88 -0.08 -0.65  C3 1.379, C4 1.412, H6 1.080
18 H 1.29 -1.46 0.61  C2 1.084
19 H 0.93 -2.15 -2.24  C12 1.081
20 C -1.38 1.91 -1.99  C3 1.521, H10 1.087, H21 1.098, H23 1.081
21 H -0.96 2.17 -2.97  C20 1.098
22 C -0.05 -0.29 -2.18  C3 1.385, C12 1.376, H13 1.085
23 H -1.05 2.54 -1.18  C20 1.081
24 H 1.55 0.92 0.50  C15 1.092
25 H -0.32 -3.09 -0.32  C8 1.083
26 H 2.59 1.06 2.90  C5 1.085

Properties
SMILES: Cc1ccccc1.CCC
HOMO-LUMO gap: 9.992 eV
F_max: 2.10 eV Å⁻¹